Entry 1:
{
  "formula": "CH2BrNO3",
  "method": "ωB97M-V/def2-TZVPD",
  "symbols": ["O", "N", "O", "O", "C", "Br", "H", "H"],
  "coordinates": [[-0.86694, -0.87825, -2.34028], [0.19707, -1.38395, -2.14133], [0.79110, -2.21857, -2.66717], [0.85707, -0.83596, -1.04170], [0.22246, 0.17075, -0.30510], [0.47471, 1.91321, -1.16901], [-0.87443, -0.03128, -0.50248], [0.82150, 0.38095, 0.56730]],
  "mulliken_charge": [-0.56, 1.16, -0.55, -0.28, -0.28, -0.13, 0.30, 0.34],
  "lumo_ev": 0.1,
  "e_tot_ev": -78739.7462,
  "total_charge": 0,
  "smiles": "O=[N+]([O-])OCBr",
  "relative_energy_kcal_mol": 34.6
}

=====

Entry 2:
{
  "formula": "C23H49N4OsP3S",
  "method": "ωB97M-V/def2-TZVPD",
  "symbols": ["Os", "P", "P", "P", "H", "C", "C", "H", "C", "C", "C", "C", "C", "C", "C", "C", "C", "H", "H", "H", "H", "H", "H", "H", "H", "H", "H", "H", "H", "H", "H", "H", "H", "H", "H", "H", "H", "H", "H", "H", "H", "H", "H", "H", "H", "H", "C", "C", "C", "C", "C", "C", "S", "H", "H", "H", "H", "H", "H", "C", "N", "C", "N", "C", "N", "C", "N", "C", "C", "H", "H", "H", "H", "H", "H", "H", "H", "H", "H", "H", "H"],
  "coordinates": [[-0.33306, -0.12778, 0.05179], [-1.74918, 1.65105, 0.16294], [-2.16672, -1.46085, 1.16675], [1.34076, 1.53127, -0.94621], [-1.39060, -2.96436, -0.63581], [-0.75769, -2.13213, -0.94187], [0.58230, -2.09398, -0.38510], [0.73507, -2.68165, 0.53657], [-2.83804, 1.79375, -1.30209], [-3.00926, 1.78261, 1.50136], [-1.18424, 3.38663, 0.32065], [-1.89274, -3.24818, 1.58920], [-3.08058, -1.20859, 2.76931], [-3.59222, -1.53522, 0.02524], [2.88128, 0.68023, -1.55342], [2.18766, 2.92231, -0.04828], [0.78462, 2.56494, -2.42444], [-0.96449, -1.86200, -2.01263], [1.42245, -2.12627, -1.08856], [-3.49713, 2.65554, -1.13299], [-3.45450, 0.89876, -1.42530], [-2.27826, 1.96016, -2.22660], [-3.52517, 2.74800, 1.39923], [-2.54073, 1.77611, 2.49177], [-3.77142, 1.00011, 1.45450], [-2.06597, 4.02442, 0.46856], [-0.68211, 3.72968, -0.58453], [-0.53178, 3.55234, 1.18139], [-2.88215, -3.70022, 1.74638], [-1.31019, -3.36073, 2.51123], [-1.37722, -3.85512, 0.83887], [-4.09401, -1.61552, 2.65412], [-3.17565, -0.16894, 3.07648], [-2.60267, -1.75061, 3.59425], [-4.18264, -2.42058, 0.27258], [-3.26920, -1.61396, -1.01123], [-4.23325, -0.65720, 0.11322], [3.17435, 1.22103, -2.46353], [2.79116, -0.39085, -1.78661], [3.67988, 0.77580, -0.80099], [2.74843, 3.49866, -0.79815], [2.90476, 2.55940, 0.69934], [1.47543, 3.60737, 0.42595], [1.47250, 2.23651, -3.22032], [0.93026, 3.65366, -2.25993], [-0.25528, 2.38147, -2.74171], [0.49655, -1.20624, -4.80560], [0.04207, -0.67991, -6.04306], [0.51626, -1.20808, -7.24733], [1.39483, -2.29906, -7.24823], [1.79063, -2.87211, -6.03124], [1.34329, -2.33384, -4.81593], [-0.11569, -0.49195, -3.30158], [0.86392, -0.59243, -2.20966], [-0.69841, 0.12410, -5.99088], [0.16896, -0.79923, -8.20152], [1.73527, -2.72843, -8.19446], [2.43490, -3.76009, -6.02722], [1.60379, -2.77019, -3.84888], [0.65448, 1.45219, 2.59302], [0.69143, 0.04710, 2.04295], [0.09336, -0.78042, 3.13856], [0.82318, -0.68075, 4.40876], [0.81555, 0.73203, 4.86702], [1.41502, 1.59586, 3.82885], [2.81735, 1.16079, 3.61023], [2.87080, -0.24975, 3.16644], [2.11786, -0.39139, 1.90951], [2.23018, -1.09079, 4.20779], [-0.38939, 1.71961, 2.80664], [1.07941, 2.14788, 1.86062], [0.07865, -1.83891, 2.84465], [-0.91536, -0.40465, 3.33716], [1.42278, 0.79750, 5.78047], [-0.21714, 1.05549, 5.06312], [3.28906, 1.80713, 2.85195], [3.35318, 1.22719, 4.56704], [2.12160, -1.45087, 1.62675], [2.61239, 0.22119, 1.13671], [2.77022, -0.92578, 5.14925], [2.26629, -2.15029, 3.90674]],
  "mulliken_spin": [1.60, 0.03, 0.02, -0.03, 0.01, 0.10, -0.10, 0.00, 0.03, 0.02, 0.02, 0.00, 0.00, 0.00, 0.01, 0.00, 0.00, 0.04, 0.00, 0.00, -0.01, 0.00, 0.00, 0.00, 0.00, 0.00, 0.00, 0.00, 0.00, 0.00, 0.00, 0.00, 0.00, 0.00, 0.00, 0.01, 0.00, 0.00, 0.00, 0.00, 0.00, 0.00, 0.00, 0.00, 0.00, 0.00, -0.02, 0.26, 0.25, 0.00, 0.22, 0.25, 0.04, 0.06, 0.01, 0.00, 0.01, 0.00, 0.04, -0.03, 0.21, 0.04, 0.57, 0.00, 0.27, -0.01, 0.13, -0.01, 0.00, 0.00, 0.00, -0.03, -0.01, 0.00, 0.00, 0.02, 0.00, -0.01, 0.01, 0.00, 0.01],
  "lumo_ev": [-11.2, -15.0],
  "multiplicity": 5,
  "e_tot_ev": -71730.1831,
  "total_charge": 4,
  "relative_energy_kcal_mol": 0.0,
  "s_squared": 6.041
}

=====

Q: Number 2 is which compound?
A: C23H49N4OsP3S

=====

What did the first record say?
{
  "formula": "CH2BrNO3",
  "method": "ωB97M-V/def2-TZVPD",
  "symbols": ["O", "N", "O", "O", "C", "Br", "H", "H"],
  "coordinates": [[-0.86694, -0.87825, -2.34028], [0.19707, -1.38395, -2.14133], [0.79110, -2.21857, -2.66717], [0.85707, -0.83596, -1.04170], [0.22246, 0.17075, -0.30510], [0.47471, 1.91321, -1.16901], [-0.87443, -0.03128, -0.50248], [0.82150, 0.38095, 0.56730]],
  "mulliken_charge": [-0.56, 1.16, -0.55, -0.28, -0.28, -0.13, 0.30, 0.34],
  "lumo_ev": 0.1,
  "e_tot_ev": -78739.7462,
  "total_charge": 0,
  "smiles": "O=[N+]([O-])OCBr",
  "relative_energy_kcal_mol": 34.6
}

=====

Q: Number 2 is which compound?
A: C23H49N4OsP3S